The molecule C20H27N3O5S2, computed with ωB97M-V/def2-TZVPD.

XYZ file:
```
57
Properties=species:S:1:pos:R:3:forces:R:3:lowdin_charge:R:1
C -5.598 -0.682 -2.147 -0.194 0.004 0.183 -0.07
C -6.346 -0.916 -0.833 0.095 -0.461 -0.414 -0.25
N -5.924 -0.076 0.257 0.367 -0.496 0.932 -0.26
C -6.300 1.312 0.334 0.146 0.621 0.169 -0.24
C -5.367 2.265 -0.416 -0.218 -0.122 0.072 -0.06
S -4.962 -0.710 1.445 -0.109 0.090 -0.274 0.67
O -5.174 0.053 2.641 0.194 0.240 -0.182 -0.28
O -5.178 -2.128 1.477 0.178 0.030 -0.275 -0.28
C -3.290 -0.412 0.877 -0.573 -0.154 0.341 -0.27
C -2.711 -1.285 -0.023 0.019 0.007 0.077 -0.06
C -1.443 -1.033 -0.515 0.037 -0.071 -0.097 0.02
C -0.754 0.103 -0.092 -0.375 -0.180 0.043 -0.19
N 0.524 0.427 -0.544 -0.040 0.331 0.271 0.15
C 1.289 -0.213 -1.456 0.367 0.246 -0.069 -0.44
O 0.976 -1.189 -2.102 -0.038 -0.193 -0.161 0.07
C 2.667 0.459 -1.614 -0.267 -0.070 -0.434 -0.09
N 3.420 0.494 -0.378 -0.220 0.928 0.375 -0.17
C 4.205 -0.610 -0.003 0.547 -0.488 0.331 -0.22
C 3.917 -1.882 -0.494 -0.140 0.209 -0.081 -0.01
C 4.714 -2.953 -0.133 0.084 0.015 0.027 -0.06
C 5.789 -2.783 0.719 -0.049 0.014 0.006 -0.05
C 6.078 -1.523 1.226 -0.078 0.029 -0.093 -0.27
C 7.244 -1.312 2.144 0.034 0.016 -0.062 -0.04
C 5.290 -0.444 0.850 0.111 -0.207 0.024 0.00
S 3.412 1.928 0.460 0.413 0.377 -0.174 0.64
C 4.779 2.884 -0.246 -0.697 -0.478 0.351 -0.09
O 2.191 2.600 0.095 0.094 0.165 -0.298 -0.31
O 3.644 1.708 1.849 0.269 -0.192 -0.017 -0.26
C -1.341 0.967 0.835 -0.020 -0.114 -0.105 0.01
C -2.609 0.709 1.317 0.063 0.032 0.089 -0.07
H -5.900 0.254 -2.609 0.031 0.083 -0.094 0.06
H -5.824 -1.489 -2.839 -0.008 -0.061 -0.126 0.07
H -4.525 -0.657 -1.976 0.098 0.009 -0.048 0.06
H -7.422 -0.778 -0.993 0.074 -0.042 0.116 0.12
H -6.179 -1.938 -0.489 -0.218 0.018 -0.216 0.10
H -6.293 1.563 1.397 -0.211 0.157 -0.163 0.10
H -7.323 1.419 -0.042 0.036 -0.100 0.090 0.12
H -4.340 2.120 -0.093 0.084 0.056 -0.014 0.06
H -5.658 3.291 -0.205 0.012 0.145 -0.014 0.08
H -5.417 2.107 -1.489 0.046 0.022 -0.111 0.06
H -3.257 -2.168 -0.317 0.010 -0.150 -0.099 0.12
H -0.983 -1.705 -1.220 -0.005 -0.014 -0.003 0.10
H 0.925 1.273 -0.140 -0.104 -0.241 -0.159 0.09
H 2.508 1.491 -1.933 -0.027 -0.157 -0.178 0.13
H 3.231 -0.077 -2.382 -0.119 0.050 0.144 0.14
H 3.073 -2.047 -1.142 -0.133 -0.009 -0.111 0.10
H 4.481 -3.935 -0.518 -0.036 -0.078 -0.040 0.11
H 6.399 -3.628 0.998 0.062 -0.090 0.051 0.11
H 7.463 -2.218 2.704 0.049 -0.025 0.072 0.08
H 7.042 -0.504 2.843 0.045 0.042 0.091 0.08
H 8.132 -1.050 1.568 0.084 0.018 0.034 0.09
H 5.507 0.527 1.262 0.126 0.007 0.086 0.09
H 5.682 2.290 -0.211 0.139 -0.150 0.039 0.06
H 4.888 3.783 0.347 -0.047 0.129 0.134 0.07
H 4.516 3.133 -1.266 -0.047 0.013 -0.195 0.07
H -0.790 1.834 1.170 0.031 0.107 0.071 0.12
H -3.081 1.351 2.044 0.030 0.135 0.085 0.12
```
Forces are in eV/Å.

Results
relative energy (zero: lowest compared OMol25 entry of this formula, charge and spin)	0.320	eV
E_LUMO	0.34	eV
calculated total energy	-2115.15956	Eh
HOMO-LUMO gap	8.96	eV